Formula: C56H126F18N16O36S18
Source: OMol25
Level of theory: wB97M-V/def2-TZVPD

The geometry in XYZ format:
```
270
Properties=species:S:1:pos:R:3:mulliken_charge:R:1
C 4.182 6.020 -7.018 -1.4053
C 4.992 5.171 -5.958 -0.8348
C 4.176 4.350 -4.984 1.0188
N 5.048 4.013 -3.711 1.1412
C 6.374 3.224 -4.078 -1.1927
C 5.380 5.255 -2.824 -0.7010
C 4.839 4.967 -1.436 0.1016
C 4.596 3.455 -1.331 -0.0622
C 4.196 3.089 -2.707 1.5481
H 4.020 6.992 -6.554 0.3847
H 3.221 5.570 -7.266 0.2339
H 4.666 6.439 -7.900 0.3972
H 5.682 5.867 -5.480 0.4280
H 5.594 4.460 -6.523 0.2526
H 3.964 3.378 -5.431 0.0504
H 3.265 4.861 -4.672 -0.4706
H 6.991 3.869 -4.704 0.3503
H 5.976 2.366 -4.621 0.1607
H 6.908 2.968 -3.163 0.5472
H 6.469 5.276 -2.789 0.3640
H 5.051 6.216 -3.221 0.4743
H 5.621 5.297 -0.753 0.5649
H 3.890 5.489 -1.307 -0.7750
H 5.477 2.855 -1.105 0.2014
H 3.775 3.351 -0.621 0.2760
H 4.295 2.041 -2.990 -0.4458
H 3.151 3.377 -2.814 -1.2375
C -5.128 -0.115 5.283 -1.6535
C -3.582 -0.296 5.161 2.5216
C -2.791 1.043 5.233 -0.4033
N -1.267 0.896 5.636 1.1781
C -0.485 -0.015 4.690 -0.2723
C -1.164 0.309 7.055 0.1687
C -0.267 1.283 7.818 -0.7785
C -0.476 2.614 7.119 -1.1726
C -0.600 2.277 5.691 0.0311
H -5.570 -1.111 5.321 0.2967
H -5.400 0.330 4.326 0.2792
H -5.374 0.369 6.228 0.4506
H -3.394 -0.809 4.218 -1.0719
H -3.196 -0.938 5.954 -0.2867
H -3.187 1.600 6.082 0.6124
H -2.777 1.661 4.334 -0.7222
H -0.404 0.487 3.726 0.4058
H -0.939 -1.006 4.711 -0.3910
H 0.534 -0.136 5.057 0.0513
H -0.854 -0.732 6.964 -0.5659
H -2.150 0.276 7.518 0.5287
H 0.755 0.931 7.674 0.1939
H -0.408 1.192 8.895 0.5790
H 0.255 3.391 7.346 0.4861
H -1.373 3.047 7.563 0.3403
H 0.371 2.213 5.199 0.3412
H -1.242 3.046 5.262 0.0835
C -4.989 -1.334 1.760 0.3177
C -6.264 -2.106 1.692 -0.7002
C -6.189 -3.303 0.813 -1.1253
N -7.470 -4.043 0.446 0.8402
C -8.559 -3.875 1.595 -1.1372
C -7.289 -5.572 0.115 -0.7564
C -8.298 -5.970 -0.951 -0.6019
C -8.300 -4.711 -1.817 -0.5963
C -8.087 -3.545 -0.836 -0.7363
H -5.223 -0.330 2.113 -0.0983
H -4.718 -1.204 0.713 0.1149
H -4.129 -1.780 2.259 -0.3959
H -7.072 -1.456 1.356 0.2916
H -6.600 -2.488 2.656 0.5115
H -5.564 -4.070 1.270 0.3335
H -5.763 -3.222 -0.187 0.5060
H -7.939 -4.196 2.431 0.4725
H -9.385 -4.568 1.433 0.4104
H -9.001 -2.881 1.670 0.2832
H -7.374 -6.170 1.022 0.3669
H -6.288 -5.699 -0.297 0.4285
H -9.250 -6.200 -0.473 0.2814
H -8.067 -6.886 -1.496 0.3884
H -9.124 -4.456 -2.483 0.4231
H -7.399 -4.533 -2.404 0.2642
H -9.108 -3.167 -0.786 0.2615
H -7.513 -2.779 -1.357 0.4908
C 1.726 -3.054 9.280 -1.4045
C 2.384 -3.441 8.017 -0.3831
C 1.549 -2.979 6.790 0.8243
N 1.876 -3.660 5.412 1.2260
C 0.951 -3.034 4.369 -0.4735
C 3.392 -3.487 5.105 -0.2856
C 4.041 -4.834 5.521 -0.8961
C 2.959 -5.927 5.245 -0.0406
C 1.594 -5.196 5.360 -0.6167
H 1.636 -1.979 9.433 0.2741
H 2.362 -3.369 10.108 0.4257
H 0.707 -3.436 9.231 0.2987
H 2.465 -4.526 7.951 0.2441
H 3.405 -3.080 7.896 0.3126
H 1.545 -1.900 6.638 0.0101
H 0.487 -3.204 6.888 -0.6959
H -0.071 -3.159 4.728 0.3798
H 1.037 -3.509 3.392 0.2687
H 1.339 -2.018 4.302 -0.4801
H 3.526 -3.418 4.026 0.4131
H 3.840 -2.598 5.551 0.0738
H 4.952 -5.072 4.972 0.5336
H 4.274 -5.064 6.560 0.2501
H 3.060 -6.150 4.183 -0.4063
H 3.218 -6.829 5.800 0.4476
H 1.017 -5.481 4.480 0.4791
H 1.104 -5.523 6.277 0.2414
C -1.000 -1.920 1.509 -0.6955
C -0.462 -0.640 0.859 2.4047
C 0.177 -1.056 -0.565 -0.6240
N 0.879 0.187 -1.214 0.7923
C 2.231 0.475 -0.486 0.0040
C -0.008 1.452 -1.146 -0.2215
C 0.657 2.402 -2.153 1.4101
C 1.027 1.463 -3.247 0.2355
C 1.153 0.073 -2.706 0.7013
H -0.258 -2.704 1.360 0.2108
H -1.984 -2.212 1.142 -0.0755
H -1.172 -1.822 2.581 -0.3060
H 0.288 -0.191 1.511 -0.6187
H -1.300 0.039 0.704 -0.4229
H -0.669 -1.362 -1.180 0.1190
H 0.899 -1.865 -0.448 0.1554
H 2.878 -0.402 -0.484 0.0010
H 1.988 0.955 0.463 -0.3384
H 2.813 1.162 -1.099 0.0110
H 0.054 1.668 -0.079 0.2627
H -1.041 1.256 -1.434 -0.3095
H 1.430 2.985 -1.652 -0.4590
H -0.116 3.085 -2.505 -0.4887
H 1.961 1.827 -3.676 -0.7005
H 0.334 1.572 -4.082 0.5493
H 2.165 -0.311 -2.835 -0.2265
H 0.443 -0.620 -3.158 -0.2877
C -3.032 2.965 -4.052 -0.9318
C -3.176 3.990 -2.879 1.1768
C -3.964 5.288 -3.271 -1.7248
N -3.835 6.512 -2.356 0.9701
C -2.399 7.102 -2.353 -1.1342
C -4.777 7.712 -2.657 -0.5494
C -5.859 7.657 -1.569 -0.5353
C -5.151 7.177 -0.352 -0.8043
C -4.261 6.085 -0.922 -0.1502
H -2.130 2.357 -3.987 -0.1280
H -3.036 3.424 -5.041 0.1709
H -3.830 2.244 -4.235 0.4698
H -2.211 4.200 -2.418 -0.4620
H -3.874 3.555 -2.164 0.3469
H -5.035 5.102 -3.197 0.3582
H -3.627 5.601 -4.259 0.7775
H -2.394 7.645 -3.298 0.5731
H -1.662 6.302 -2.412 -0.0994
H -2.340 7.757 -1.484 0.4516
H -4.211 8.644 -2.652 0.3582
H -5.216 7.594 -3.647 0.2671
H -6.311 8.632 -1.388 0.4114
H -6.604 6.879 -1.736 0.3304
H -4.563 7.924 0.180 0.3801
H -5.899 6.869 0.378 0.3636
H -3.412 5.749 -0.328 -0.0973
H -4.784 5.131 -0.852 0.2766
C -0.352 -7.731 -0.739 -1.2915
C 0.029 -6.855 -1.920 -0.3630
C 1.596 -6.584 -2.003 0.1117
N 1.942 -5.688 -3.281 0.6329
C 1.225 -6.193 -4.491 -1.1486
C 3.422 -5.703 -3.689 -0.6426
C 3.674 -4.380 -4.413 -0.7109
C 2.537 -3.383 -3.951 1.0273
C 1.601 -4.204 -3.034 0.3216
H -0.014 -7.255 0.182 0.1485
H 0.254 -8.621 -0.906 0.3763
H -1.430 -7.826 -0.612 0.4011
H -0.463 -5.883 -1.887 0.3550
H -0.368 -7.389 -2.783 0.2807
H 2.171 -7.493 -2.174 0.6209
H 1.943 -6.127 -1.076 -0.4079
H 1.534 -7.227 -4.644 0.3349
H 1.512 -5.617 -5.371 0.4242
H 0.151 -6.074 -4.351 0.3187
H 3.722 -6.566 -4.284 0.4699
H 3.875 -5.742 -2.699 0.2555
H 3.735 -4.527 -5.491 0.3374
H 4.570 -4.004 -3.917 0.3197
H 1.966 -2.932 -4.762 0.3139
H 2.982 -2.489 -3.513 -1.1141
H 0.573 -3.841 -3.037 0.5222
H 2.038 -4.012 -2.054 -0.8046
N -0.278 3.950 -7.145 -0.2233
S 0.051 4.885 -5.819 0.9881
O -1.053 5.305 -4.948 -0.2896
O 1.216 5.769 -5.851 -0.4715
F 0.662 3.665 -4.972 -0.1623
S -1.357 4.912 -7.645 0.8914
O -1.016 6.334 -7.952 -0.6249
O -2.715 4.606 -7.210 -0.6581
F -1.406 4.503 -9.202 -0.3304
N 4.187 -5.538 -0.140 -0.1968
S 4.108 -4.142 0.439 0.9585
O 5.003 -3.848 1.550 -0.5933
O 2.807 -3.439 0.434 -0.2503
F 4.886 -3.487 -0.771 -0.4523
S 3.721 -6.324 1.305 0.9392
O 2.384 -5.968 1.754 -0.4646
O 4.798 -6.626 2.268 -0.5919
F 3.558 -7.769 0.548 -0.3756
N 2.188 7.566 -0.989 -0.6015
S 1.768 7.374 -2.397 1.1598
O 0.590 8.167 -2.843 -0.7247
O 2.069 6.089 -3.026 -0.5133
F 2.931 8.257 -3.025 -0.3881
S 1.180 6.301 -0.426 1.0175
O 1.819 5.015 -0.319 -0.6192
O -0.235 6.371 -0.753 -0.4379
F 1.131 6.757 1.127 -0.4053
N -2.016 -2.791 6.398 0.1658
S -2.220 -3.569 7.646 0.5682
O -1.169 -4.544 7.972 -0.5822
O -3.526 -3.803 8.307 -0.7303
F -1.759 -2.269 8.501 -0.3298
S -2.986 -3.800 5.429 0.9995
O -4.390 -3.461 5.598 -0.5749
O -2.553 -5.197 5.275 -0.6533
F -2.576 -3.168 4.007 -0.1029
N 3.343 0.896 -7.842 -0.4542
S 3.858 0.024 -6.718 1.0295
O 3.982 0.646 -5.428 -0.3666
O 4.714 -1.080 -7.077 -0.6796
F 2.512 -0.763 -6.446 -0.3557
S 4.892 1.539 -8.232 0.9769
O 5.679 0.674 -9.129 -0.6035
O 5.520 2.289 -7.171 -0.4775
F 4.361 2.709 -9.194 -0.2752
N 3.383 -0.620 4.427 0.4015
S 3.738 0.587 5.547 0.6794
O 2.661 1.475 5.939 -0.4878
O 5.115 1.022 5.648 -0.6295
F 3.705 -0.454 6.798 -0.3206
S 3.654 0.338 3.300 0.2797
O 4.991 0.736 2.949 -0.5276
O 2.523 1.235 3.001 -0.4004
F 3.344 -0.828 2.194 0.0129
N 6.699 0.724 -2.014 0.0537
S 5.997 -0.605 -2.648 1.0266
O 4.553 -0.665 -2.494 -0.3317
O 6.642 -1.893 -2.534 -0.5950
F 6.213 -0.129 -4.214 -0.3846
S 6.851 0.180 -0.667 0.4684
O 8.027 -0.633 -0.313 -0.6992
O 5.679 0.046 0.225 -0.2221
F 7.255 1.594 -0.198 -0.3878
N -2.284 -0.451 -2.997 0.4780
S -3.609 -0.966 -2.598 0.7289
O -3.539 -2.322 -1.994 -0.6843
O -4.810 -0.574 -3.336 -0.6316
F -3.651 -0.093 -1.314 -0.1846
S -2.045 -1.431 -4.343 0.6033
O -3.138 -1.541 -5.269 -0.6276
O -1.151 -2.527 -4.129 -0.5041
F -1.061 -0.362 -5.072 -0.2330
N -2.676 3.888 2.628 -0.6228
S -3.430 2.634 1.729 1.1671
O -2.972 1.259 1.966 -0.4910
O -3.995 3.004 0.432 -0.4688
F -4.763 2.493 2.607 -0.3960
S -1.427 3.640 1.792 1.0290
O -1.404 4.069 0.381 0.2874
O -0.508 2.586 2.190 -0.7581
F -0.527 4.771 2.485 -0.4587
```

The value obtained for the LUMO energy is 1.3 eV. The gap between HOMO and LUMO comes out at 6.6 eV. Its relative energy (zero: lowest compared OMol25 entry of this formula, charge and spin) is 0.000 eV. Its charge is -2. For the HOMO energy, the calculation gives -5.263 eV. The value obtained for the total energy is -401599.4714 eV.